# 1
C22H24ClN5O3 | ωB97M-V/def2-TZVPD

Geometry as XYZ:
```
55
C22H24ClN5O3 (ωB97M-V/def2-TZVPD)
H -2.03 0.60 2.75
C 5.21 -1.88 -1.25
H -2.77 -2.77 -0.37
C -1.82 2.45 0.63
H 5.22 -1.10 2.04
N -1.27 -1.05 -1.60
C -0.07 2.34 -1.16
H 1.79 -0.52 -2.72
H 3.47 -1.98 -2.48
C -3.77 1.05 0.86
H -4.12 1.84 1.55
C 2.25 2.25 -0.65
H -2.61 -0.06 -2.77
H 0.83 -1.54 -0.02
H 0.44 2.66 2.15
C -3.67 -1.09 -1.38
H -4.29 -0.26 2.49
C 3.49 -1.18 0.79
N 2.68 -0.75 1.90
H -4.53 -2.58 -0.15
C -3.57 -2.05 -0.20
O -4.72 -0.67 -1.82
C 1.24 2.24 -1.59
C 1.09 -0.84 -1.97
H 6.78 -1.73 0.21
C 1.98 2.42 0.70
O 3.14 -0.87 3.01
H -1.77 -1.75 2.39
C 0.66 2.53 1.10
H 2.78 2.46 1.42
N -2.50 -0.69 -1.96
H 5.88 -2.15 -2.05
H -2.43 2.99 -0.10
N -2.32 1.09 0.70
H -0.60 0.44 1.69
H -1.91 2.97 1.61
C 5.72 -1.64 0.02
H -4.21 1.25 -0.12
O 1.58 -0.29 1.67
C -1.98 -1.18 1.48
N -3.36 -1.42 1.08
C -4.23 -0.31 1.40
C -1.68 0.30 1.74
C 2.95 -1.41 -0.49
C 1.54 -1.30 -0.79
H -5.23 -0.53 1.02
C -0.29 -0.62 -2.30
H -0.48 -0.02 -3.20
C 3.86 -1.77 -1.49
C 4.86 -1.30 1.04
H -1.31 -1.53 0.69
H 1.48 2.15 -2.64
C -0.38 2.46 0.18
H -0.87 2.32 -1.89
Cl 3.90 2.04 -1.16
```

Its charge is 0. The calculation puts the relative energy (zero: lowest compared OMol25 entry of this formula, charge and spin) at 9.2 kJ/mol. The HOMO-LUMO gap is 7.2 eV. Its largest force on an atom is 1.5 eV/A. Its SMILES is O=C(CN1CCN(Cc2ccc(Cl)cc2)CC1)N/N=C/C=C/c1ccccc1[N+](=O)[O-]. The value obtained for the total energy is -1812.2878 Ha.

# 2
C3H8NO3S | ωB97M-V/def2-TZVPD

Geometry as XYZ:
```
16
C3H8NO3S (ωB97M-V/def2-TZVPD)
H -1.66 1.73 -0.38
O -0.06 -1.45 0.66
O -1.53 -0.05 1.45
H -1.11 2.20 1.00
H 1.40 2.92 -1.06
H 1.00 1.16 0.82
C 0.19 0.97 0.12
H -0.54 -4.24 1.49
H 1.48 -0.17 -1.22
H 0.04 -3.34 0.47
O 0.17 -4.24 0.83
C 0.66 0.54 -1.28
C -0.44 -0.30 0.87
H -0.23 0.16 -1.75
N -0.78 2.07 0.03
S 1.41 2.04 -2.05
```

Its charge is 0. The calculation puts the relative energy (zero: lowest compared OMol25 entry of this formula, charge and spin) at 113.7 kJ/mol. The HOMO-LUMO gap (spin up / spin down) is 9.9 / 5.1 eV. Its spin multiplicity is 2. Its largest force on an atom is 4.0 eV/A. The value obtained for the total energy is -797.6756 Ha.

# 3
C21H40Cl12N2O2PS2 | ωB97M-V/def2-TZVPD

Geometry as XYZ:
```
80
C21H40Cl12N2O2PS2 (ωB97M-V/def2-TZVPD)
C 3.12 1.98 -5.14
H -2.00 3.20 -0.25
C 2.01 2.25 2.05
Cl 2.09 -1.32 -6.68
H 2.57 -2.18 -0.77
C 1.51 -1.95 -0.83
N 1.58 3.53 2.02
H 5.23 -0.11 0.99
C -0.92 -4.97 1.04
C -3.24 0.04 2.98
H 1.37 4.90 0.34
C -5.66 -4.69 5.29
Cl -5.20 -3.07 4.73
H 5.85 1.75 -0.44
Cl 2.31 2.99 -3.92
Cl 0.71 -3.26 -1.76
H 4.30 2.14 -6.91
H 0.52 -2.82 -5.78
H -0.60 -1.58 -7.69
Cl -5.95 -5.76 2.79
N 2.34 1.81 0.86
H -3.10 5.15 0.81
Cl -0.74 0.53 -6.66
H 2.40 1.25 -5.51
H -3.55 2.83 0.44
C -2.16 -5.56 1.65
O -3.23 0.67 1.75
C -0.63 -1.25 -6.65
O -0.98 0.26 2.45
H -6.75 -4.72 5.37
H -3.19 4.29 2.33
C -2.52 3.09 0.70
C -2.59 4.43 1.44
C -5.15 -5.77 4.38
C 1.64 3.94 0.71
C 3.71 2.79 -6.26
H 0.25 -0.38 -1.64
H 1.70 0.16 -0.77
P -1.73 1.63 1.61
Cl 6.40 0.63 -2.43
H 3.92 1.44 -4.62
H 0.58 -1.31 -4.87
H 4.44 0.96 -1.15
H 2.05 1.66 2.94
H -2.10 2.20 2.88
H 1.08 -1.95 0.17
H -1.43 6.14 1.92
C 5.49 0.83 -0.90
H -1.51 1.00 0.32
H -1.61 0.65 4.37
H -3.56 -1.00 2.85
S 2.25 4.83 4.20
H -3.93 0.45 3.72
C 1.30 -0.59 -1.45
Cl 4.94 -1.81 -0.60
H 2.28 2.80 -1.05
S -0.54 4.57 3.39
H -0.54 4.98 1.00
C 0.55 -1.74 -5.87
H -0.46 2.30 1.55
Cl -0.20 -3.70 2.06
H 6.75 -0.53 0.19
H -1.16 -4.51 0.08
C 2.11 2.87 0.01
H -2.88 -4.78 1.92
Cl 2.20 -0.45 -2.99
Cl -1.80 -6.51 3.12
H -2.64 -6.23 0.94
H -5.23 -4.82 6.29
H -5.34 -6.75 4.82
Cl 2.46 3.54 -7.29
H -1.55 -1.62 -6.20
C 5.70 -0.32 0.03
C -1.26 5.08 1.79
H -0.16 -5.73 0.87
C 1.16 4.31 3.12
H 4.35 3.58 -5.88
H -4.08 -5.67 4.21
C -1.80 -0.03 3.54
H -1.57 -1.02 3.91
```

Its charge is -1. The HOMO-LUMO gap is 6.4 eV. Its largest force on an atom is 1.0 eV/A. The value obtained for the total energy is -7744.2017 Ha.

# 4
C8H24O4PS | ωB97M-V/def2-TZVPD

Geometry as XYZ:
```
38
C8H24O4PS (ωB97M-V/def2-TZVPD)
H -1.43 1.20 -0.55
H 1.08 -0.57 2.45
O -1.38 -0.61 1.41
H -0.78 2.77 -3.42
H 2.17 5.64 -2.19
H -1.19 2.05 0.98
H 0.68 -4.30 4.24
H 0.31 4.10 -1.63
O 1.74 3.04 -2.58
H -2.75 -3.77 2.77
H -1.33 -2.73 2.68
H -1.78 -0.05 2.09
H -2.20 -3.13 1.23
H 0.68 6.22 -2.94
H 0.14 1.94 -0.19
C -1.88 -3.51 2.18
H 1.90 5.38 -3.91
H 2.15 2.99 -3.45
H 1.98 -2.56 1.74
C 0.76 0.37 1.99
S -0.87 -4.99 1.95
C 0.75 4.07 -2.63
C -0.71 1.40 0.24
H 0.12 3.65 -4.65
H -0.32 -6.19 -0.02
H 0.32 0.98 2.78
O 1.48 -4.32 3.69
C -1.00 -5.38 0.19
C -0.25 0.11 0.88
C 1.41 5.41 -2.93
P 1.26 -4.55 2.12
H -1.10 4.49 -3.68
H 0.19 -0.54 0.13
H -2.02 -5.62 -0.03
H 1.64 0.88 1.60
O 1.19 -3.07 1.48
H -0.67 -4.51 -0.36
C -0.32 3.73 -3.65
```

Its charge is +1. The calculation puts the relative energy (zero: lowest compared OMol25 entry of this formula, charge and spin) at 27.7 kJ/mol. The HOMO-LUMO gap is 8.3 eV. Its largest force on an atom is 1.5 eV/A. The value obtained for the total energy is -1359.4837 Ha.

# 5
C28H62F6NO28S2Tl | ωB97M-V/def2-TZVPD

Geometry as XYZ:
```
128
C28H62F6NO28S2Tl (ωB97M-V/def2-TZVPD)
H -4.44 -0.45 -0.98
H 2.70 3.91 -1.28
H -1.86 0.74 6.38
H 1.57 -5.09 -2.26
H -5.30 -0.27 1.31
O -3.95 -3.61 4.36
H -0.54 0.39 -4.30
H 3.72 5.94 -1.55
O 2.25 7.01 -2.43
H 0.54 3.23 -4.41
O -5.67 1.38 0.34
H -5.10 0.70 7.36
O 0.04 -0.35 -4.11
N 0.02 -0.19 -0.99
C 2.31 -3.26 3.57
H 1.40 4.12 -3.53
C 2.20 -4.74 -0.51
C 1.87 -1.75 -4.98
C -2.64 -3.11 1.05
C -1.53 4.15 -3.81
H -7.01 -0.23 0.77
O 4.28 -4.63 3.07
H -1.73 3.61 0.10
H 1.99 5.19 1.82
O 2.28 4.39 -3.24
C -0.16 4.56 3.11
H 3.75 -4.03 4.95
C 3.64 -5.20 -0.72
O -5.52 -2.13 -0.69
O 2.08 5.48 2.73
H 0.30 -0.70 -6.00
C -2.75 3.96 0.32
H -4.45 1.83 -0.95
O 1.38 -4.25 4.02
C -1.14 -4.70 2.45
H 0.19 4.90 -2.69
F -1.87 1.35 1.96
H -5.17 0.17 5.29
C 3.73 -3.64 3.93
C -3.00 0.06 4.98
C -1.35 -3.94 1.23
H -0.32 -5.40 2.33
H 2.28 -3.08 2.49
H 6.58 -4.43 -2.35
O 0.50 2.94 -3.48
H 2.40 6.67 -3.32
H 4.94 -4.08 -3.00
H 2.30 6.30 -0.50
H -2.88 0.94 4.34
O -2.26 0.30 -1.53
H 4.06 -5.62 0.21
Tl -0.87 -2.53 -2.27
H -2.26 4.86 -3.41
H -5.99 -0.35 -1.67
H 0.58 -4.16 3.50
H 2.07 -3.94 0.22
H -2.51 5.02 0.41
O -3.19 3.30 1.52
H 4.36 -6.68 -1.74
F 3.81 -0.09 -0.85
O 1.63 1.55 -1.84
H 7.24 -3.28 -4.49
C -5.98 -0.03 0.48
C 2.63 6.01 -1.50
H -0.99 4.63 3.83
H 4.35 -4.38 -0.85
C 0.77 5.77 3.18
O 6.50 -3.85 -4.29
O 1.61 -4.29 -1.72
C -0.32 3.95 -2.86
C -2.08 -4.71 3.51
H 7.20 -2.01 -2.45
O -3.65 2.27 -1.29
C -3.64 3.60 -0.84
H 5.62 -1.53 -3.00
O -4.19 0.69 7.07
H -0.64 3.55 -1.90
H 1.51 0.41 -5.37
H -0.61 5.52 -4.81
O -1.11 4.74 -5.06
H -3.46 4.34 -1.63
H 1.61 -5.52 -0.02
H -4.70 3.83 -0.62
O -1.08 2.26 -0.54
O 3.49 -6.26 -1.65
C 2.09 4.64 -1.81
C -3.24 -3.78 3.35
H 3.87 -5.48 3.25
S 1.27 0.72 -0.71
H -4.31 -1.08 6.14
O -2.88 -2.59 -0.02
S -1.27 0.85 -0.60
O 1.44 1.31 0.60
F -0.79 -0.43 1.67
H 2.68 -1.37 -4.35
C -1.77 0.30 1.15
F 2.42 -1.36 -1.86
H -2.99 2.38 1.31
C 1.00 -0.53 -5.17
F -2.89 -0.39 1.18
O 1.20 -2.87 -4.38
H 2.31 -2.00 -5.95
O -1.87 -5.56 4.36
H 1.26 -3.56 -5.04
O -0.46 -3.77 0.42
O -1.85 -0.04 5.82
H -1.48 3.99 1.84
H -5.72 1.80 1.20
H -2.02 3.22 -4.05
H 1.03 4.42 -1.69
C -3.57 -3.14 2.17
F 2.56 -1.40 0.31
H 6.16 -2.78 -0.50
H 0.73 6.26 4.15
H -4.53 -2.63 2.21
H 0.32 6.48 2.48
H -3.01 -0.78 4.29
H 2.05 -2.27 3.96
O 5.62 -2.28 -1.12
H -4.67 -2.31 -0.28
C 5.98 -3.75 -2.98
C -4.24 -0.02 5.83
H 0.34 3.60 3.29
C 2.61 -0.61 -0.77
C -5.48 -0.71 -0.77
H 4.31 -2.73 3.82
C 6.14 -2.30 -2.44
O -0.66 4.49 1.76
```

Its charge is 0. The calculation puts the relative energy (zero: lowest compared OMol25 entry of this formula, charge and spin) at 479.9 kJ/mol. The HOMO-LUMO gap is 3.1 eV. Its largest force on an atom is 5.3 eV/A. The value obtained for the total energy is -4833.0343 Ha.

# 6
C16H23CrN3O8 | ωB97M-V/def2-TZVPD

Geometry as XYZ:
```
51
C16H23CrN3O8 (ωB97M-V/def2-TZVPD)
H 4.23 -1.08 -3.19
N -1.47 -3.16 -1.59
C -1.38 0.37 2.23
H 0.35 -4.00 -1.08
H -3.52 -2.91 -1.93
H -3.39 2.02 2.97
C 2.64 -0.35 -1.97
Cr 0.50 0.13 -0.31
C 4.95 -0.06 -1.41
H -3.13 -1.35 -0.08
H -0.13 1.95 4.65
H -2.01 3.14 3.04
H -0.19 4.63 -0.82
H 1.22 3.53 -0.70
H 0.28 0.36 3.98
H -0.95 0.48 5.26
C -2.63 -3.24 -2.46
N 2.28 0.28 -0.84
C -2.28 0.72 1.02
C 0.17 3.68 -0.42
O -0.61 -0.56 2.13
C 3.98 -0.54 -2.29
H 6.00 -0.22 -1.62
O 1.55 -1.42 -3.81
O 3.17 1.96 2.07
H 0.10 3.67 0.66
C -2.29 -1.00 -0.70
H -0.56 2.56 -1.84
N -1.52 1.12 3.34
H -0.77 -5.10 -1.91
H -2.49 -2.65 -3.36
C 1.44 -0.80 -2.77
H 0.09 -3.83 -2.83
C -1.23 -2.11 -0.79
O 0.33 -0.44 -2.23
C 2.53 1.35 1.23
H -2.77 -4.28 -2.74
H -2.62 2.40 4.52
O 1.26 1.17 1.22
O -0.20 -2.00 -0.13
H 5.27 0.94 0.48
H -2.64 -0.73 -1.70
C -0.39 -4.08 -1.88
C 4.56 0.58 -0.24
C -2.44 2.23 3.47
H -3.30 0.34 1.18
H -2.30 1.80 0.86
C 3.20 0.74 0.02
C -0.53 0.97 4.38
O -1.70 0.16 -0.14
O -0.63 2.61 -0.88
```

Its charge is 0. The calculation puts the relative energy (zero: lowest compared OMol25 entry of this formula, charge and spin) at 86.8 kJ/mol. The HOMO-LUMO gap (spin up / spin down) is 7.6 / 9.3 eV. Its spin multiplicity is 5. Its largest force on an atom is 3.3 eV/A. The value obtained for the total energy is -2434.2466 Ha.

# 7
C5H11N | ωB97M-V/def2-TZVPD

Geometry as XYZ:
```
17
C5H11N (ωB97M-V/def2-TZVPD)
H 0.05 0.16 -3.13
H -0.28 -1.26 -0.39
N 0.10 0.84 -0.96
C 1.43 0.41 -1.43
H -1.48 -1.75 1.70
H 1.59 -0.67 -1.47
H 2.20 1.00 -0.98
H -1.81 -0.49 2.91
H 1.05 -0.57 0.51
C 0.06 -0.31 0.05
C 0.45 0.85 -2.40
H -1.69 0.59 0.68
H 0.70 1.84 -2.78
H -0.17 -1.16 2.74
C -0.79 0.22 1.16
H -0.27 1.08 1.60
C -1.07 -0.85 2.19
```

Its charge is 0. The calculation puts the relative energy (zero: lowest compared OMol25 entry of this formula, charge and spin) at 312.7 kJ/mol. The HOMO-LUMO gap is 10.1 eV. Its largest force on an atom is 2.3 eV/A. Its SMILES is CCCN1CC1. The value obtained for the total energy is -251.7434 Ha.

# 8
C2H2InO3 | ωB97M-V/def2-TZVPD

Geometry as XYZ:
```
8
C2H2InO3 (ωB97M-V/def2-TZVPD)
H -0.26 -1.47 1.27
C -0.90 0.29 -0.21
In 1.72 0.75 0.03
C -0.05 -1.22 0.22
O -1.87 -0.16 -0.81
O 1.18 -1.03 -0.13
O -0.07 1.20 -0.44
H -1.04 -1.65 -0.49
```

Its charge is +2. The calculation puts the relative energy (zero: lowest compared OMol25 entry of this formula, charge and spin) at 61.1 kJ/mol. The HOMO-LUMO gap (spin up / spin down) is 6.2 / 6.2 eV. Its spin multiplicity is 2. Its largest force on an atom is 5.6 eV/A. The value obtained for the total energy is -492.2419 Ha.

# 9
C4H12O3 | ωB97M-V/def2-TZVPD

Geometry as XYZ:
```
19
C4H12O3 (ωB97M-V/def2-TZVPD)
C 2.03 0.06 -1.41
H 1.90 -0.97 -1.77
H 3.10 0.32 -1.50
H -0.59 -0.89 -0.42
H -0.30 1.39 2.53
H 1.56 0.86 -2.00
O -2.91 0.00 0.02
H 0.82 0.21 2.69
H -0.78 -1.61 -1.81
O -0.22 1.37 -0.36
H -3.84 -0.04 -0.20
H -2.54 -0.89 -0.16
C 0.06 0.52 1.97
H 2.20 -0.65 0.59
C 0.57 0.72 0.56
H -0.66 -0.29 2.05
H -1.10 1.48 0.03
C 1.63 0.09 0.06
O -0.93 -1.68 -0.87
```

Its charge is 0. The calculation puts the relative energy (zero: lowest compared OMol25 entry of this formula, charge and spin) at 69.8 kJ/mol. The HOMO-LUMO gap is 9.3 eV. Its largest force on an atom is 1.3 eV/A. Its SMILES is C/C=C(/C)O.O.O. The value obtained for the total energy is -385.2952 Ha.

# 10
C8H24BeN2O14 | ωB97M-V/def2-TZVPD

Geometry as XYZ:
```
49
C8H24BeN2O14 (ωB97M-V/def2-TZVPD)
H 1.00 -2.51 -3.18
O -0.24 2.00 3.89
C 3.37 0.29 0.66
O 0.69 4.50 1.98
H 1.88 -3.67 -1.70
C 0.25 1.59 -2.90
H 2.48 -0.73 2.40
C -2.62 -1.19 1.76
O -2.22 1.18 1.65
H -0.41 -4.45 -2.64
H -3.42 -1.92 1.90
H -0.95 -3.67 -1.18
H 0.45 2.42 -3.58
O 0.13 5.11 0.05
H 3.49 -1.72 1.27
H -3.99 0.29 2.41
C -0.13 -3.71 -1.90
H 4.32 0.51 1.15
N -0.16 0.78 3.94
H 1.17 -1.83 -1.18
H -2.71 2.00 1.68
O -1.70 0.87 -1.49
O -0.42 0.16 4.96
H -2.65 0.96 -1.58
H -2.07 -1.09 2.69
H 2.78 1.82 1.56
O 0.34 0.23 3.00
C 0.03 -2.42 -2.68
O 1.66 -1.49 0.74
O 2.56 1.35 0.75
O 1.12 -4.13 -1.34
O 0.42 -1.49 -1.67
H -1.34 2.73 -2.11
Be 0.06 0.48 0.38
H -2.15 -1.90 0.01
O 0.00 2.99 0.65
H -0.76 -2.16 -3.39
C 2.72 -0.96 1.36
C -3.30 0.17 1.58
C -1.26 1.73 -2.54
O -1.69 -1.39 0.68
H 3.74 0.14 -0.36
H -1.96 1.55 -3.35
H 0.47 0.67 -3.45
O 1.21 1.59 -1.78
H -3.84 0.11 0.63
H 1.80 2.34 -1.78
H 1.57 -2.33 1.19
N 0.25 4.19 0.87
```

Its charge is 0. The calculation puts the relative energy (zero: lowest compared OMol25 entry of this formula, charge and spin) at 398.1 kJ/mol. The HOMO-LUMO gap is 5.5 eV. Its largest force on an atom is 7.4 eV/A. The value obtained for the total energy is -1496.3344 Ha.

The highest charge belongs to which entry? C2H2InO3